ORCA calculation (the ωB97M-V functional and the def2-TZVPD basis) on a cluster of 3 separate species, C25H53FN3O9S in total at a distorted geometry.

XYZ file:
```
92
Properties=species:S:1:pos:R:3:forces:R:3
H 6.19624 6.32502 5.39605 0.038 -0.046 -0.014
C 6.37008 1.38207 1.48548 0.086 0.290 -0.138
N 4.97831 3.51743 3.80613 -0.048 0.241 -0.109
C -1.74669 3.28882 -2.13780 -0.403 0.455 -0.895
H -3.72822 4.12525 -2.69097 0.220 -1.772 0.724
C -0.84999 -0.11666 -0.74571 0.848 -0.853 -2.442
H 5.10628 4.88227 2.18796 -0.097 0.091 -0.215
H -5.27652 0.90385 -0.82784 1.052 0.297 -0.041
C -3.30444 3.07225 -2.51533 0.233 -0.117 -0.506
H -4.24414 0.30921 1.67405 1.158 -0.637 0.537
H 0.57504 -1.52530 0.41906 -0.652 0.083 -1.305
H -1.71498 2.28829 2.37302 -0.431 -0.544 -1.570
H -3.88995 -8.59388 -3.72788 0.046 0.192 -0.040
O 1.56814 3.82035 0.51335 -3.931 -0.581 1.761
C -0.94602 -5.98607 -2.46420 -0.174 0.167 -0.290
O 1.09093 2.30472 2.35176 -2.834 2.144 -1.548
C -3.33461 -0.07739 2.23115 0.861 0.535 0.834
H -0.43690 -4.35210 -1.19529 -0.043 -0.019 -0.013
H -1.04673 -1.28081 2.82472 0.578 1.209 -0.830
H -2.39467 3.95104 -0.06656 1.344 -0.620 -0.991
C -0.83193 2.40286 0.27793 -1.713 0.419 0.359
C -1.42042 -0.24931 -2.26087 0.056 -0.223 0.411
H -1.90071 -1.29117 -2.33321 0.699 1.631 0.131
H 6.06846 6.19094 3.65816 0.060 -0.155 -0.125
H 0.26707 -0.13260 2.04694 -1.401 -0.343 0.486
O -2.00752 -1.69335 0.38881 -1.402 0.930 -0.675
C -0.78628 -0.23758 2.45401 -0.369 0.745 0.523
H -3.27960 0.47240 3.24004 -0.233 -0.720 -1.421
C 6.24371 5.60874 4.56921 -0.134 0.018 0.495
H 4.19489 5.06465 4.98012 0.035 0.018 -0.098
C -1.35042 -4.74960 -1.64896 0.470 -0.005 -0.068
H -0.82935 0.44023 3.38370 0.112 -0.953 -1.412
H -4.77490 -8.49038 -2.20280 0.035 -0.019 -0.014
H 4.04943 2.04579 1.73238 0.138 0.049 0.116
H -4.06969 -6.44657 -5.19073 0.029 -0.107 -0.168
H 5.39396 4.04265 5.75628 0.025 0.138 0.009
C 4.58772 2.95330 1.43791 -0.052 0.622 -0.116
H 0.85726 0.95983 0.17539 -1.418 0.402 -0.892
H -2.43222 -8.20036 -1.68052 0.021 0.037 -0.015
O 7.56495 5.08083 4.59454 -0.252 0.174 -0.349
H 4.11444 3.33640 0.52993 -0.023 -0.025 0.072
C 0.24545 -1.31410 -0.64378 0.795 1.086 -0.803
F -0.29397 4.50079 2.20594 0.817 -2.150 -1.499
H 5.71352 0.62316 1.04883 -0.001 -0.054 0.095
C -2.94412 -7.37577 -2.18580 -0.134 0.105 -0.540
H -3.39826 -1.18610 2.48312 0.008 1.495 -0.671
H -0.26606 -5.65754 -3.25639 0.022 0.051 0.115
C -1.96004 1.88540 1.32258 0.936 -1.042 0.639
H -3.81195 -4.24272 -1.84274 0.051 -0.080 -0.034
H -3.29176 -6.66648 -1.42666 -0.138 -0.136 0.171
H -3.47883 -4.29757 -3.60529 -0.201 -0.112 0.072
H 7.38066 1.22605 1.10424 -0.064 0.093 -0.012
S 0.46742 3.23929 1.36875 5.810 -0.332 0.052
H -3.65788 -2.75164 -2.78608 0.057 -0.010 0.064
H 7.59355 5.10701 2.49857 -0.105 -0.068 0.017
C 5.15299 4.55789 4.82120 0.248 -0.275 -0.070
C -0.05134 1.23762 -0.47552 0.892 -0.030 0.399
C -5.04202 -6.73980 -4.78585 -0.109 0.117 0.224
C -1.94160 0.28506 1.47572 -2.114 0.897 1.875
H -0.72766 4.46817 -0.56698 -0.970 -1.418 -0.200
H -3.00772 2.24939 1.08660 1.429 -0.422 -0.118
H -5.36314 -7.68527 -5.23313 0.073 0.020 -0.068
H -0.06577 -2.23609 -1.22910 0.167 1.231 1.087
O -4.75356 3.13875 -0.56706 1.828 -2.331 -2.504
H 6.39144 1.27569 2.57350 -0.074 -0.196 0.046
C 4.50410 4.02867 2.51890 0.184 -0.507 0.062
H -5.76977 -5.96948 -5.04558 0.032 -0.040 0.115
H 9.10861 4.69503 3.31796 -0.056 0.054 0.058
N -2.01925 -6.73506 -3.12148 -0.046 -0.051 0.259
C -3.27852 -3.76983 -2.67015 0.188 0.309 -0.211
H -2.01777 -4.99095 -0.81508 -0.148 0.018 -0.116
H -1.17239 2.44483 -2.62617 -0.441 0.973 1.045
H -3.39699 2.55000 -3.53573 0.223 0.448 1.687
C -4.16817 2.37863 -1.38624 -2.345 2.096 2.312
H 3.46567 4.35623 2.62117 0.042 -0.028 0.009
H 1.17375 -0.89982 -1.18945 -1.249 -0.601 0.756
H -0.56362 -0.22016 -3.02670 -1.221 0.125 1.176
H 7.81439 3.50487 3.27567 -0.054 0.002 -0.254
O -1.87948 -3.69049 -2.43934 -0.184 -0.361 0.239
H -1.44012 4.23786 -2.71374 -0.440 -1.499 0.842
O -4.38203 0.99795 -1.23883 0.105 1.885 -1.214
C -1.45233 3.57341 -0.60872 0.336 1.131 0.267
H 5.87120 3.05629 3.66625 -0.131 0.039 0.017
H -2.54094 -6.09367 -3.70959 0.061 -0.109 0.062
H 0.40953 1.57817 -1.47241 -0.855 -0.264 1.569
C -4.17294 -7.91706 -2.91435 0.036 0.160 0.583
C 8.02344 4.57435 3.34988 0.265 -0.079 0.337
N -2.01411 -0.39610 0.15183 2.811 -1.601 1.805
O -4.99176 -6.84047 -3.37188 0.142 -0.178 -0.360
H -2.20834 0.54273 -2.48877 1.119 -1.113 0.254
H -0.37581 -6.66817 -1.82435 -0.096 0.018 0.036
O 5.95428 2.68497 1.11283 -0.035 -0.412 0.171
```
Forces are in eV/Å.

* E_HOMO (spin up / spin down): -8.3 / -8.3 eV
* max |F|: 0.1132 Eh/bohr
* ⟨S²⟩: 0.7540
* net charge: 0
* frontier orbital gap (spin up / spin down): 8.282 / 7.875 eV
* 2S+1: 2

***

ORCA calculation (the ωB97M-V functional and the def2-TZVPD basis) on a structure of composition C3H2Cl2GdInO4 at a distorted geometry.

XYZ file:
```
13
Properties=species:S:1:pos:R:3:forces:R:3
H 1.11044 0.98092 4.69224 -0.345 0.402 0.327
Gd 0.14108 0.44020 -3.28092 0.023 1.989 1.805
Cl 1.84143 -1.02866 2.91250 -0.764 0.291 -0.942
In -0.32260 -0.30607 2.39738 1.006 -0.310 3.703
O -0.80317 -2.19997 5.27534 -1.836 1.356 -4.451
C -1.13890 -1.82012 4.24242 1.808 -0.872 4.018
H -0.14631 1.84158 5.17418 0.086 -0.310 -0.405
Cl -0.84322 2.65281 -3.02514 0.198 -0.616 0.005
O 0.50685 -1.99916 -5.84180 -0.122 2.896 4.673
O 0.13884 1.07252 4.62714 -0.096 -0.640 -1.043
C -0.36668 0.86310 -5.57426 -1.461 0.481 -7.386
O -0.57641 0.85288 -6.71401 0.953 0.349 5.678
C 0.45866 -1.35003 -4.88506 0.550 -5.016 -5.982
```
Forces are in eV/Å.

* E_HOMO (spin up / spin down): -25.3 / -25.2 eV
* max |F|: 0.1522 Eh/bohr
* ⟨S²⟩: 16.0996
* ΔE to the lowest compared entry with this formula, charge and spin: 0.00 kcal per mole
* net charge: +4
* frontier orbital gap (spin up / spin down): 5.945 / 5.848 eV
* 2S+1: 8

***

ORCA calculation (the ωB97M-V functional and the def2-TZVPD basis) on a cluster of 2 separate species, C4H12 in total.

XYZ file:
```
16
Properties=species:S:1:pos:R:3:forces:R:3
C 0.38119 -2.09797 1.77882 0.302 -0.303 0.238
H 0.79537 -0.04198 1.41284 0.120 0.267 -0.261
H 0.33332 0.46059 -1.79464 -0.272 -0.173 -0.369
C 1.21971 -1.00438 1.14908 0.788 -0.229 -0.140
H -2.04195 1.31802 -2.47212 0.163 -0.001 0.160
C -0.05394 1.41584 -1.45755 -0.296 0.127 0.822
H -1.75060 2.71417 -1.41775 -0.033 -0.132 -0.250
H 0.12551 -1.82319 2.80168 -0.251 0.026 -0.023
H -0.51997 -2.26136 1.19348 -0.184 -0.071 0.162
H 1.32091 -1.11394 0.07015 -0.476 0.130 -0.137
H 0.91674 -3.04666 1.87196 -0.041 0.033 -0.269
H 0.46155 2.22226 -1.97165 0.198 -0.075 -0.080
H 0.21738 1.44611 -0.39414 0.166 0.254 -0.253
H 2.27151 -1.03650 1.45735 -0.248 0.116 0.463
C -1.57050 1.63794 -1.53749 0.012 0.460 0.072
H -2.10622 1.21104 -0.69003 0.051 -0.430 -0.135
```
Forces are in eV/Å.

* SMILES: CC.CC
* E_HOMO: -11.7 eV
* max |F|: 0.0172 Eh/bohr
* ΔE to the lowest compared entry with this formula, charge and spin: 4.53 kcal per mole
* net charge: 0
* frontier orbital gap: 12.850 eV